Computed, not measured: a 22-piece molecular cluster, C35H73BCl42O4P overall, with ωB97M-V/def2-TZVPD.

max |F|	1.0	eV Å⁻¹
net charge	-1
LUMO	0.0439	hartree
energy	-21372.678817	a.u.
gap between HOMO and LUMO	6.5259	eV

Each line ends with the Mulliken charge.
Element x y z (Å)
C -4.6010 0.3750 -2.4440  -0.0867
C -4.7122 0.8086 -3.9027  0.7837
C -5.2409 2.2499 -3.9943  -0.6597
O -4.8813 3.0427 -2.8932  -0.2121
C -3.7816 3.9523 -3.1326  -0.5043
B -3.5745 4.8913 -1.8116  -0.3424
C -2.2515 4.5485 -0.9045  -0.1822
C -1.8988 3.0648 -0.6913  -0.2976
C -2.4486 2.4233 0.5865  1.1778
C -3.9834 2.5473 0.6907  -0.9672
C -2.0546 0.9348 0.6022  -1.1761
C -0.5684 0.6799 0.8967  -0.3140
C -0.1038 -0.7133 0.5662  -0.7646
C 0.9173 -1.0002 -0.2488  0.9209
C 1.7747 -2.2253 -0.0613  -0.8496
C 1.2587 -0.1601 -1.4513  -1.0497
P -3.3001 6.7063 -2.4797  1.0607
O -2.5743 6.8540 -3.7776  -0.8330
O -4.7243 7.5254 -2.5462  -0.6341
O -2.4553 7.6194 -1.4016  -0.4818
H -4.3638 -0.6880 -2.3512  0.4039
H -5.5198 0.5933 -1.8990  -0.0356
H -3.8133 0.9439 -1.9546  -0.5461
H -3.7218 0.7322 -4.3600  -0.0360
H -5.4054 0.1380 -4.4074  -0.5173
H -6.3383 2.1995 -4.0028  0.3314
H -4.9397 2.7206 -4.9376  0.3723
H -2.8777 3.3629 -3.3534  0.1456
H -4.0172 4.5097 -4.0486  0.5957
H -4.6185 4.9286 -1.1741  -0.1854
H -1.3704 5.0617 -1.2933  -0.5389
H -2.4171 4.9811 0.0914  0.0406
H -0.8058 2.9933 -0.6345  0.2945
H -2.1942 2.4327 -1.5361  -0.1084
H -1.9721 2.8588 1.4730  0.4114
H -4.3856 1.5811 1.0146  0.0958
H -4.2661 3.2634 1.4647  0.3116
H -4.4577 2.7917 -0.2572  0.1481
H -2.6385 0.3933 1.3546  0.5094
H -2.2937 0.4774 -0.3626  0.0716
H -0.4162 0.7580 1.9784  0.2901
H 0.0703 1.3943 0.3804  0.3133
H -0.6685 -1.5366 1.0047  0.3428
H 2.8223 -1.9163 -0.0855  -0.0832
H 1.5607 -2.7136 0.8890  0.3081
H 1.6174 -2.9674 -0.8520  0.2215
H 1.1563 -0.8135 -2.3232  0.3606
H 2.2830 0.2196 -1.4641  0.2105
H 0.5618 0.6672 -1.5733  0.1356
H -5.4260 6.8871 -2.3622  0.3555
H -1.8272 8.1110 -1.9513  0.2007
C -3.3071 10.9266 -1.5081  0.2360
Cl -2.3509 11.9015 -2.6370  -0.1844
Cl -3.9197 11.8984 -0.1571  -0.1957
H -4.1483 10.5008 -2.0413  0.2002
H -2.6801 10.1393 -1.1102  -0.0410
C -7.1416 0.7926 1.4245  0.0248
Cl -7.3565 1.5631 -0.1429  -0.1551
Cl -6.4289 -0.8295 1.2902  -0.2174
H -6.4710 1.4059 2.0152  0.2077
H -8.1050 0.6965 1.9065  0.1627
C 4.3074 -5.1851 -2.3476  -0.1908
Cl 4.6899 -3.4716 -2.1562  -0.1037
Cl 2.5689 -5.5005 -2.2908  -0.1325
H 4.6840 -5.5227 -3.3054  0.2695
H 4.7810 -5.7256 -1.5367  0.1162
C -5.6247 -1.0930 -7.7084  -0.2950
Cl -4.3848 -1.8317 -6.6931  -0.1240
Cl -6.7703 -0.1410 -6.7565  -0.1277
H -5.1423 -0.4288 -8.4160  0.2427
H -6.1648 -1.8794 -8.2216  0.3195
C 1.4813 7.0733 -2.2068  -0.4957
Cl 0.7495 5.5786 -2.7615  -0.0466
Cl 0.9493 7.4692 -0.5596  -0.0898
H 2.5600 6.9726 -2.2059  0.3455
H 1.1658 7.8771 -2.8621  0.2793
C 5.0901 -9.1377 -3.6889  -0.1463
Cl 6.2493 -7.9334 -4.2551  -0.1332
Cl 4.4710 -8.7674 -2.0714  -0.1752
H 4.2510 -9.1586 -4.3736  0.2956
H 5.5899 -10.0984 -3.6505  0.1180
C -9.9485 0.6856 4.9709  0.0295
Cl -10.0481 -0.8135 4.0367  -0.1601
Cl -8.6141 1.7124 4.4354  -0.1397
H -10.8733 1.2358 4.8464  0.2581
H -9.7902 0.4325 6.0105  -0.0018
C 9.4484 -10.6617 -4.6147  -0.1143
Cl 7.9031 -11.5344 -4.5919  -0.1464
Cl 9.2765 -9.0012 -5.1825  -0.1445
H 9.8462 -10.6444 -3.6074  0.3274
H 10.1082 -11.1923 -5.2906  0.0597
C -9.5091 -2.1993 8.3254  0.1613
Cl -10.8593 -1.0971 8.0105  -0.1713
Cl -9.7644 -3.7930 7.6155  -0.1603
H -8.6162 -1.7694 7.8868  -0.1734
H -9.3970 -2.3127 9.3966  0.3207
C 4.9418 0.2132 1.0064  -0.2859
Cl 3.6748 1.4344 0.8873  -0.1126
Cl 5.0654 -0.7934 -0.4496  -0.1193
H 5.8916 0.7115 1.1507  0.2377
H 4.7170 -0.4397 1.8416  0.2610
C 9.1306 -0.1321 2.2851  0.5435
Cl 8.2517 -0.7653 0.8885  -0.1615
Cl 8.0365 0.5573 3.4991  -0.1755
H 9.6836 -0.9406 2.7469  -0.0259
H 9.7920 0.6613 1.9591  -0.1736
C 11.2804 3.7189 3.0193  -0.2516
Cl 12.7529 4.5880 3.4577  -0.1562
Cl 11.6237 2.2632 2.0691  -0.1676
H 10.7727 3.4150 3.9268  0.2353
H 10.6551 4.3719 2.4233  0.3275
C -11.1836 3.9121 7.5707  -0.3259
Cl -11.3727 2.2078 8.0155  -0.0911
Cl -10.6655 4.1217 5.8967  -0.1277
H -12.1381 4.4044 7.7107  0.2978
H -10.4252 4.3480 8.2096  0.2720
C 12.4117 -1.9027 4.8130  0.2686
Cl 10.7465 -2.4964 4.8890  -0.1701
Cl 12.5303 -0.3427 3.9877  -0.0965
H 12.7782 -1.7830 5.8247  -0.2944
H 13.0089 -2.6235 4.2680  0.2968
C 13.3808 -0.9977 8.9488  -0.2658
Cl 13.2232 -2.7285 8.6183  -0.1486
Cl 14.1783 -0.1390 7.6247  -0.1360
H 12.3880 -0.5833 9.0750  0.2635
H 13.9732 -0.8710 9.8464  0.2942
C -6.6093 -2.8354 -1.9246  0.1390
Cl -6.8726 -2.1122 -3.5104  -0.1008
Cl -5.8431 -4.4319 -2.0287  -0.2006
H -5.9595 -2.1778 -1.3589  -0.1512
H -7.5665 -2.9502 -1.4310  0.3248
C -0.8140 7.5589 2.9610  0.0854
Cl -0.0851 8.1313 4.4761  -0.2015
Cl -1.1919 5.8403 2.9991  -0.1160
H -1.7317 8.1099 2.7970  0.2774
H -0.1091 7.7367 2.1583  -0.0678
C -0.3152 -0.7647 -7.7661  -0.3445
Cl -1.0826 -1.9222 -8.8703  -0.1656
Cl -1.4822 0.1128 -6.7832  -0.0390
H 0.3449 -1.3152 -7.1068  0.2515
H 0.2405 -0.0512 -8.3621  0.2929
C 9.5002 -12.3826 -8.1529  -0.1620
Cl 10.5735 -11.3996 -9.1498  -0.1456
Cl 10.3591 -13.1661 -6.8156  -0.1695
H 8.7338 -11.7417 -7.7311  0.1819
H 9.0625 -13.1569 -8.7705  0.3077
C -5.2131 -2.0340 7.0798  -0.2396
Cl -6.3858 -3.2637 6.5990  -0.1213
Cl -5.9408 -0.7684 8.0844  -0.1606
H -4.4284 -2.5114 7.6535  0.2845
H -4.8154 -1.5697 6.1856  0.2570
C 3.2339 -7.2950 1.0783  0.4791
Cl 3.6107 -5.5765 1.2319  -0.1029
Cl 1.4971 -7.6122 1.1369  -0.1581
H 3.6114 -7.6459 0.1250  -0.5011
H 3.7070 -7.8232 1.8973  0.3385

Forces on the atoms, in the same order (eV/Å):
C 0.110 0.080 0.010
C 0.177 0.176 0.467
C -0.299 -0.297 0.024
O 0.056 0.185 -0.109
C -0.255 -0.102 0.077
B 0.085 0.288 -0.013
C -0.436 -0.149 0.378
C 0.438 0.317 0.295
C -0.261 -0.705 -0.299
C 0.196 -0.333 0.387
C 0.328 -0.013 0.048
C -0.679 -0.592 -0.512
C -0.038 0.188 -0.234
C 0.060 -0.069 -0.018
C -0.741 -0.385 -0.409
C 0.289 0.215 0.332
P 0.396 -0.379 -0.568
O 0.002 0.210 0.021
O -0.095 -0.086 0.143
O -0.157 0.328 0.125
H -0.005 -0.023 -0.061
H -0.014 -0.126 -0.013
H -0.013 -0.032 0.089
H -0.060 -0.101 -0.163
H 0.190 0.061 -0.249
H -0.013 0.027 0.046
H 0.048 0.019 0.010
H 0.026 0.038 -0.063
H 0.074 0.064 0.004
H 0.020 -0.020 0.005
H -0.062 -0.055 -0.032
H 0.151 0.107 -0.011
H 0.018 -0.105 -0.107
H -0.117 0.103 -0.057
H -0.068 0.294 -0.074
H -0.069 0.001 -0.024
H -0.118 0.247 -0.245
H 0.032 0.173 0.009
H -0.070 0.019 -0.013
H -0.115 0.066 -0.025
H 0.155 0.367 -0.023
H 0.010 0.121 0.167
H 0.593 0.015 0.823
H -0.148 -0.169 0.030
H 0.038 0.023 0.043
H 0.215 0.029 -0.071
H -0.012 0.018 -0.039
H 0.020 0.021 0.038
H 0.052 0.055 -0.041
H 0.032 0.084 0.071
H 0.028 -0.180 0.064
C -0.028 -0.117 -0.027
Cl 0.006 -0.004 0.000
Cl -0.007 -0.002 0.004
H -0.001 0.007 -0.008
H -0.023 0.005 0.043
C -0.021 0.080 -0.024
Cl -0.097 0.020 -0.001
Cl 0.015 -0.015 0.030
H 0.054 -0.033 -0.028
H -0.011 -0.069 -0.034
C 0.075 -0.038 -0.012
Cl -0.029 -0.127 -0.091
Cl -0.022 -0.034 -0.021
H -0.014 0.027 -0.014
H -0.034 0.012 0.029
C 0.073 0.019 0.004
Cl -0.074 -0.111 -0.026
Cl -0.156 0.002 -0.120
H 0.038 0.009 0.036
H -0.037 -0.004 0.047
C -0.118 -0.005 -0.053
Cl 0.166 -0.085 -0.179
Cl 0.102 0.122 0.065
H -0.004 -0.032 0.064
H -0.040 -0.003 0.016
C -0.032 -0.038 -0.052
Cl -0.187 0.057 0.063
Cl 0.032 -0.088 -0.031
H -0.015 0.044 0.016
H 0.023 0.034 0.027
C -0.027 0.008 0.003
Cl 0.007 -0.010 0.012
Cl 0.087 0.011 0.029
H 0.005 0.001 -0.032
H 0.020 -0.014 0.006
C 0.095 0.066 0.002
Cl -0.016 -0.001 -0.001
Cl 0.194 -0.069 -0.086
H -0.065 0.006 0.025
H -0.031 0.058 0.075
C 0.149 0.013 -0.043
Cl -0.060 -0.107 0.066
Cl -0.083 -0.043 0.008
H 0.001 -0.029 -0.023
H -0.063 0.012 0.008
C 0.003 0.005 0.043
Cl -0.015 -0.007 -0.007
Cl 0.163 0.270 0.069
H 0.003 -0.001 -0.023
H -0.033 -0.009 -0.015
C 0.037 -0.003 -0.023
Cl 0.081 -0.015 0.028
Cl 0.010 0.010 0.028
H -0.037 -0.009 0.019
H -0.144 -0.155 -0.028
C -0.090 -0.002 0.039
Cl -0.001 0.001 0.005
Cl 0.178 0.229 -0.070
H 0.027 -0.021 0.008
H 0.030 0.004 -0.027
C 0.004 0.093 0.049
Cl 0.037 0.088 -0.011
Cl -0.098 0.027 0.037
H -0.012 -0.010 -0.054
H 0.005 -0.045 0.024
C 0.094 -0.014 0.017
Cl -0.006 -0.003 0.010
Cl -0.027 -0.068 0.046
H -0.024 0.015 0.007
H -0.038 -0.005 -0.035
C -0.026 0.031 0.034
Cl -0.010 -0.003 0.003
Cl 0.001 0.027 0.002
H -0.008 -0.011 -0.029
H 0.029 -0.026 -0.016
C 0.011 0.121 0.079
Cl -0.072 -0.074 -0.059
Cl -0.005 -0.001 0.007
H 0.025 -0.011 -0.023
H -0.005 -0.023 -0.016
C -0.053 0.010 -0.134
Cl 0.005 0.011 0.007
Cl 0.007 -0.047 0.028
H -0.006 -0.004 0.023
H 0.024 -0.012 0.023
C 0.070 0.060 0.044
Cl 0.003 -0.007 -0.012
Cl 0.047 0.055 0.003
H -0.029 -0.034 0.001
H -0.024 -0.002 -0.024
C -0.084 0.042 0.022
Cl -0.003 0.004 0.000
Cl 0.058 -0.169 -0.118
H 0.022 0.014 0.019
H 0.034 -0.015 -0.005
C 0.081 -0.013 -0.082
Cl 0.002 0.038 0.029
Cl -0.003 0.006 0.006
H -0.022 -0.001 0.027
H -0.040 0.026 -0.006
C 0.028 -0.033 0.003
Cl 0.040 0.029 -0.003
Cl 0.002 -0.009 -0.006
H -0.063 0.078 0.014
H -0.025 0.014 0.023